{
  "formula": "C16H24N3O2",
  "method": "wB97M-V/def2-TZVPD",
  "species": ["C", "N", "C", "N", "C", "O", "H", "H", "H", "H", "H", "H", "H", "H", "C", "C", "N", "C", "C", "C", "C", "C", "C", "C", "C", "C", "C", "C", "O", "H", "H", "H", "H", "H", "H", "H", "H", "H", "H", "H", "H", "H", "H", "H", "H"],
  "positions_angstrom": [[-1.34580, 3.50362, -2.19317], [-1.48124, 2.32437, -1.32212], [-1.18225, 2.64613, 0.08607], [-2.87492, 1.96280, -1.33562], [-3.19394, 0.67296, -1.69772], [-2.42890, -0.27499, -1.78342], [-0.30016, 3.83642, -2.19621], [-1.67166, 3.19667, -3.19835], [-2.02763, 4.32608, -1.88996], [-0.11504, 2.89694, 0.17823], [-1.83318, 3.46333, 0.46125], [-1.43733, 1.75630, 0.67171], [-3.47546, 2.67522, -1.78365], [-4.29996, 0.67412, -1.87016], [-1.38270, -4.70565, 1.98970], [-1.66191, -3.49670, 1.11548], [-0.58926, -2.50793, 1.22497], [-0.37122, -1.68540, 0.19547], [0.54750, -0.63829, 0.18339], [0.92338, 0.01820, -0.97463], [2.11430, 0.81154, -1.05269], [2.81848, 0.96873, -2.27438], [3.95524, 1.76576, -2.34171], [4.43308, 2.41635, -1.19652], [3.78857, 2.22494, 0.02895], [2.65549, 1.42849, 0.10792], [0.17908, -2.41010, 2.45901], [-0.56555, -3.07764, 3.60630], [-1.07694, -4.37984, 3.34283], [-2.30319, -5.31180, 2.06340], [-0.55368, -5.29845, 1.56385], [-1.74105, -3.80499, 0.06834], [-2.60980, -3.03467, 1.43949], [-1.03974, -1.82809, -0.65565], [0.96751, -0.30781, 1.13636], [0.36713, -0.20205, -1.89710], [2.43422, 0.44295, -3.15082], [4.48707, 1.86542, -3.28796], [5.34030, 3.01851, -1.23903], [4.17658, 2.67763, 0.94318], [2.14878, 1.29910, 1.06710], [1.16939, -2.88182, 2.34142], [0.33818, -1.35623, 2.71719], [0.12345, -3.24418, 4.45015], [-1.40524, -2.42597, 3.89910]],
  "total_charge": 1,
  "total_energy_ev": -25538.3539,
  "homo_lumo_gap_ev": 7.514,
  "spin_multiplicity": 1
}

{
  "formula": "C18H46AlN12O26",
  "method": "wB97M-V/def2-TZVPD",
  "species": ["C", "C", "C", "Al", "C", "C", "O", "C", "O", "H", "H", "H", "H", "H", "H", "H", "H", "H", "H", "C", "N", "O", "O", "H", "H", "H", "C", "N", "O", "O", "H", "H", "H", "C", "N", "O", "O", "H", "H", "H", "C", "N", "O", "O", "H", "H", "H", "C", "N", "O", "O", "H", "H", "H", "C", "N", "O", "O", "H", "H", "H", "C", "N", "O", "O", "H", "H", "H", "C", "N", "O", "O", "H", "H", "H", "C", "N", "O", "O", "H", "H", "H", "C", "N", "O", "O", "H", "H", "H", "C", "N", "O", "O", "H", "H", "H", "C", "N", "O", "O", "H", "H", "H"],
  "positions_angstrom": [[0.29784, -0.68079, 1.05268], [-0.38067, -0.47791, -0.18722], [-1.38928, -0.35410, -1.51538], [-0.83254, -1.87051, -2.78483], [0.25617, -3.32478, -1.79447], [-0.56147, -3.98339, -0.53536], [-1.88423, -4.43856, -1.00835], [-2.97416, -3.61726, -0.45614], [-3.29942, -3.74785, 0.85190], [0.52766, -1.07632, 2.15391], [-1.18522, 0.67059, -2.07650], [-2.51936, -0.43547, -1.16395], [-2.18368, -2.57427, -3.27786], [-0.02197, -1.27348, -4.04289], [1.28082, -2.82606, -1.45293], [0.47807, -4.17115, -2.60286], [0.11004, -4.87369, -0.11382], [-0.73592, -3.26214, 0.37540], [-3.55342, -2.88854, -1.20079], [2.27598, 0.01559, -6.69423], [2.24461, -0.35943, -5.25470], [1.48710, 0.28367, -4.51873], [2.98117, -1.28879, -4.90435], [1.58271, 0.84310, -6.85892], [3.29817, 0.31507, -6.93450], [1.97321, -0.86149, -7.26980], [-3.13746, -4.69931, 4.04771], [-2.40868, -5.59359, 4.98740], [-1.65602, -6.44112, 4.49318], [-2.61272, -5.41939, 6.19446], [-2.86363, -4.96382, 3.02421], [-4.20643, -4.84948, 4.21212], [-2.84112, -3.67286, 4.27315], [2.50102, 2.52378, 2.62747], [2.45221, 1.04318, 2.76641], [3.30380, 0.38887, 2.15346], [1.56051, 0.57976, 3.48689], [3.33043, 2.78965, 1.96876], [1.54969, 2.84608, 2.19924], [2.65051, 2.94343, 3.62435], [-3.75700, -8.12065, 7.26517], [-5.13465, -8.65681, 7.43391], [-5.70647, -9.07678, 6.42114], [-5.60294, -8.64102, 8.57822], [-3.47484, -8.19638, 6.21295], [-3.76764, -7.07747, 7.58759], [-3.09098, -8.72202, 7.88725], [-0.59991, 2.97223, 5.64711], [-0.58499, 4.20426, 4.81300], [0.48726, 4.51454, 4.28099], [-1.65006, 4.82488, 4.71585], [0.39895, 2.53090, 5.64332], [-0.88938, 3.26291, 6.65904], [-1.32647, 2.28573, 5.20773], [-1.80077, -0.83983, -6.71693], [-0.71221, -0.99501, -7.71934], [-0.60779, -2.09432, -8.27580], [0.00652, -0.00888, -7.91927], [-2.35024, -1.78070, -6.64358], [-1.33551, -0.58931, -5.76139], [-2.45512, -0.03709, -7.06283], [1.90963, 4.64408, -7.44474], [1.86082, 3.16349, -7.30580], [2.71242, 2.50917, -7.91875], [0.96912, 2.70006, -6.58532], [2.73904, 4.90996, -8.10346], [0.95830, 4.96638, -7.87297], [2.05912, 5.06373, -6.44786], [-4.80858, -7.75253, 11.69846], [-4.46627, -6.44433, 12.31917], [-3.27631, -6.23799, 12.58465], [-5.40174, -5.66160, 12.52221], [-3.89385, -8.33688, 11.57870], [-5.50677, -8.26141, 12.36619], [-5.26490, -7.54731, 10.72796], [5.34177, 5.88895, 4.37449], [4.78561, 4.71715, 3.64550], [4.11227, 4.94728, 2.63421], [5.04082, 3.59956, 4.10900], [5.03981, 6.80235, 3.85774], [4.93788, 5.86804, 5.38875], [6.42909, 5.78918, 4.37767], [3.12457, 7.55928, 0.66136], [3.46688, 8.86748, 1.28207], [4.65683, 9.07382, 1.54755], [2.53141, 9.65020, 1.48511], [4.03929, 6.97493, 0.54160], [2.42638, 7.05040, 1.32909], [2.66824, 7.76450, -0.30914], [-4.84937, 2.01623, -3.25127], [-3.97530, 1.31919, -4.23310], [-4.52479, 0.56504, -5.04450], [-2.76242, 1.54890, -4.16154], [-5.88579, 1.72214, -3.42975], [-4.52915, 1.71377, -2.25214], [-4.72201, 3.09025, -3.40118], [5.88619, 2.92898, -9.85568], [5.86204, 4.32031, -9.32892], [6.93091, 4.94204, -9.32356], [4.77083, 4.74894, -8.93585], [6.90511, 2.68559, -10.16403], [5.55772, 2.26668, -9.05209], [5.20507, 2.88761, -10.70808]],
  "total_charge": -1,
  "total_energy_ev": -97084.6129,
  "homo_lumo_gap_ev": 5.938,
  "spin_multiplicity": 1
}

{
  "formula": "C2H3IOS2",
  "method": "wB97M-V/def2-TZVPD",
  "species": ["O", "C", "S", "S", "C", "I", "H", "H", "H"],
  "positions_angstrom": [[-0.29789, 0.91131, 1.42990], [-0.69247, 1.16714, 0.35721], [-2.24407, 2.02348, 0.02024], [0.15516, 0.58167, -1.09887], [1.75704, -0.44182, -0.82081], [3.33248, 0.50825, 0.24216], [-2.34536, 2.86557, 1.21646], [2.17482, -0.61172, -1.83707], [1.44481, -1.33596, -0.44320]],
  "total_energy_ev": -33940.1637,
  "homo_lumo_gap_ev": 9.575,
  "smiles": "O=C(S)SCI",
  "spin_multiplicity": 1
}

{
  "formula": "C33H64ClN9",
  "method": "wB97M-V/def2-TZVPD",
  "species": ["C", "C", "C", "C", "N", "C", "C", "C", "C", "C", "H", "H", "H", "H", "H", "H", "H", "H", "H", "H", "H", "H", "H", "H", "H", "H", "H", "H", "H", "H", "C", "C", "N", "C", "C", "N", "C", "C", "H", "H", "H", "H", "H", "H", "H", "H", "H", "H", "H", "C", "C", "N", "C", "C", "N", "C", "C", "H", "H", "H", "H", "H", "H", "H", "H", "H", "H", "H", "C", "C", "N", "C", "C", "N", "C", "C", "H", "H", "H", "H", "H", "H", "H", "H", "H", "H", "H", "C", "C", "N", "C", "C", "N", "C", "C", "H", "H", "H", "H", "H", "H", "H", "H", "H", "H", "H", "Cl"],
  "positions_angstrom": [[2.70147, -1.28312, -1.38548], [2.60753, -2.71947, -0.82599], [3.64975, -3.62137, -1.51325], [3.78637, -4.98567, -0.83286], [4.60631, -5.99047, -1.59726], [4.71438, -7.25462, -0.71698], [4.80417, -8.44119, -1.64620], [4.02269, -8.01872, -2.88526], [3.94590, -6.51202, -2.86707], [5.96681, -5.41272, -1.83941], [1.93265, -0.64719, -0.93703], [2.57673, -1.21893, -2.46780], [3.68893, -0.91250, -1.11027], [1.58394, -3.07085, -0.98005], [2.76328, -2.61923, 0.24870], [4.59158, -3.06424, -1.49702], [3.47956, -3.72550, -2.58807], [2.77915, -5.39218, -0.73068], [4.21741, -4.90681, 0.16346], [5.54400, -7.06117, -0.03882], [3.80464, -7.23800, -0.11611], [5.86066, -8.66645, -1.80071], [4.39695, -9.32867, -1.16551], [4.47001, -8.42969, -3.78856], [3.02515, -8.45888, -2.86280], [4.45754, -6.06848, -3.72208], [2.93494, -6.11236, -2.93536], [6.63425, -6.23121, -2.09383], [6.29203, -4.89707, -0.93844], [5.92568, -4.66509, -2.62715], [-7.13907, 1.98601, -1.72232], [-5.92049, 1.06661, -1.79569], [-4.91665, 1.49916, -0.81230], [-4.04410, 2.53514, -0.98280], [-3.13184, 2.47593, 0.01520], [-3.52570, 1.46554, 0.85851], [-4.54605, 0.82155, 0.28831], [-2.93704, 1.19622, 2.16428], [-7.83504, 1.78493, -2.53724], [-6.89243, 3.04793, -1.76228], [-7.71663, 1.84128, -0.80840], [-5.41571, 1.07998, -2.75855], [-6.32964, 0.08156, -1.57670], [-4.06207, 3.24068, -1.79688], [-2.29908, 3.09015, 0.30616], [-5.09522, -0.00883, 0.69878], [-3.74811, 0.79501, 2.77303], [-2.64483, 2.14604, 2.60220], [-2.09050, 0.51335, 2.09944], [-0.13945, 8.37206, -1.79305], [-1.02310, 8.33354, -0.53440], [-0.49120, 7.46042, 0.49904], [0.49792, 7.87584, 1.35742], [0.79359, 6.86476, 2.19394], [0.02987, 5.78093, 1.78034], [-0.72633, 6.17065, 0.75416], [-0.02460, 4.49500, 2.47315], [0.70005, 9.01977, -1.53032], [-0.56890, 8.73802, -2.71860], [0.25579, 7.36493, -1.95578], [-2.03843, 8.05382, -0.81541], [-1.06606, 9.38020, -0.23657], [0.81480, 8.90537, 1.32921], [1.45331, 6.73724, 3.03352], [-1.40294, 5.54511, 0.20129], [0.65349, 3.78332, 2.00541], [-1.05461, 4.13969, 2.48071], [0.17126, 4.69602, 3.52393], [3.36542, 0.18340, 4.25236], [2.39482, 1.34639, 4.22204], [1.07964, 1.02682, 4.78967], [0.16851, 2.00971, 5.15596], [-0.98977, 1.38912, 5.47176], [-0.80368, 0.04090, 5.22859], [0.44466, -0.12604, 4.78595], [-1.78536, -1.04142, 5.35159], [3.44749, -0.21759, 5.26375], [4.35014, 0.50810, 3.93044], [2.99492, -0.60624, 3.59839], [2.32136, 1.76723, 3.21438], [2.69580, 2.25926, 4.74498], [0.53766, 3.01520, 5.24496], [-1.95730, 1.72849, 5.79950], [0.95284, -1.05273, 4.57461], [-1.88806, -1.32468, 6.40029], [-1.31875, -1.93205, 4.93387], [-2.72853, -0.74735, 4.91032], [-0.07360, 0.29270, -4.15570], [-1.44965, 0.76061, -3.78479], [-2.11266, -0.11160, -2.81299], [-1.63140, -0.41758, -1.56293], [-2.42390, -1.38217, -1.03036], [-3.35629, -1.70640, -2.00407], [-3.11124, -0.96374, -3.07956], [-4.40962, -2.71171, -1.93197], [0.53799, 0.09140, -3.27048], [0.48641, 1.02333, -4.73401], [-0.13057, -0.65296, -4.69713], [-2.02170, 0.83520, -4.71308], [-1.48743, 1.76900, -3.36736], [-0.74158, 0.08122, -1.19409], [-2.40788, -1.82153, -0.04933], [-3.58610, -0.95156, -4.04867], [-3.99789, -3.71374, -1.98894], [-5.18100, -2.47458, -2.66167], [-4.95935, -2.60003, -0.99382], [0.46697, 1.00655, 1.00468]],
  "total_charge": 4,
  "total_energy_ev": -61159.8047,
  "homo_lumo_gap_ev": 8.457,
  "spin_multiplicity": 1
}

Table of E_HOMO (Eh), in record order: -0.438, -0.187, -0.355, -0.613